1.
{
  "formula": "C5H9NOS",
  "method": "the ωB97M-V functional and the def2-TZVPD basis",
  "symbols": ["C", "C", "N", "C", "C", "C", "O", "S", "H", "H", "H", "H", "H", "H", "H", "H", "H"],
  "xyz": [[-0.38, 1.79, 0.21], [-0.69, 0.51, -0.57], [-1.63, -0.45, 0.11], [-0.74, -1.56, -0.32], [0.36, -0.62, -0.84], [1.54, -0.47, 0.11], [1.23, -0.73, 1.35], [3.00, 0.04, -0.41], [0.24, 2.49, -0.33], [0.03, 1.74, 1.24], [-1.29, 2.34, 0.44], [-1.12, 0.92, -1.50], [-1.47, -0.36, 1.12], [-0.51, -2.30, 0.46], [-1.26, -2.11, -1.11], [0.72, -0.77, -1.89], [1.99, -0.44, 1.91]],
  "mulliken_charge": [-1.58, 0.20, -0.57, -0.69, 0.14, 0.05, -0.41, -0.29, 0.39, 0.30, 0.44, 0.28, 0.34, 0.34, 0.25, 0.44, 0.37],
  "smiles": "C[C@@H]1NC[C@@H]1C(O)=S",
  "total_charge": 0,
  "homo_lumo_gap_ev": 9.250,
  "e_above_lowest_kcal_mol": 40.8,
  "max_force_ev_per_a": 2.3
}

---

2.
{
  "formula": "C6H13N2",
  "method": "the ωB97M-V functional and the def2-TZVPD basis",
  "symbols": ["C", "C", "N", "C", "C", "C", "C", "N", "H", "H", "H", "H", "H", "H", "H", "H", "H", "H", "H", "H", "H"],
  "xyz": [[-2.38, -0.55, -0.16], [-1.13, 0.24, 0.06], [-1.17, 1.67, 0.22], [0.09, -0.44, 0.10], [-0.12, -1.93, 0.16], [1.35, 0.24, 0.05], [1.53, 1.53, -0.79], [2.44, -0.21, 0.73], [-2.46, -1.43, 0.33], [-2.38, -0.81, -1.16], [-3.16, 0.18, 0.24], [-2.06, 2.09, 0.15], [-0.42, 2.05, 0.73], [0.78, -2.55, 0.35], [-0.57, -2.32, -0.69], [-0.78, -2.20, 0.99], [2.00, 2.18, -0.12], [0.52, 1.87, -1.07], [2.02, 1.31, -1.75], [3.40, 0.29, 0.68], [2.48, -1.21, 0.95]],
  "mulliken_charge": [-1.38, 0.96, -0.48, 0.47, -1.77, 0.44, -1.46, -0.40, 0.42, 0.40, 0.36, 0.20, 0.24, 0.33, 0.41, 0.42, 0.51, 0.43, 0.35, 0.30, 0.24],
  "smiles": "CC(=[NH2+])/C(C)=C(\\C)N",
  "total_charge": 1,
  "homo_lumo_gap_ev": 8.382,
  "e_above_lowest_kcal_mol": 28.6,
  "max_force_ev_per_a": 5.7
}

---

3.
{
  "formula": "C24H36F3O19V",
  "method": "the ωB97M-V functional and the def2-TZVPD basis",
  "symbols": ["O", "V", "O", "C", "O", "O", "C", "F", "F", "F", "C", "C", "H", "H", "H", "H", "H", "H", "C", "C", "C", "O", "C", "O", "O", "H", "H", "H", "H", "H", "H", "C", "C", "C", "O", "C", "O", "O", "H", "H", "H", "H", "H", "H", "C", "C", "C", "O", "C", "O", "O", "H", "H", "H", "H", "H", "H", "C", "C", "C", "O", "C", "O", "O", "H", "H", "H", "H", "H", "H", "C", "C", "C", "O", "C", "O", "O", "H", "H", "H", "H", "H", "H"],
  "xyz": [[0.65, 0.07, -0.40], [-0.56, 0.29, 0.58], [-1.70, 1.18, -0.05], [-1.09, -1.61, 2.64], [-0.19, -1.83, 1.55], [-1.38, -0.30, 2.55], [-2.24, -2.63, 2.51], [-3.18, -2.51, 3.46], [-2.87, -2.58, 1.33], [-1.72, -3.87, 2.65], [0.90, -2.76, 1.66], [1.67, -2.81, 0.38], [2.22, -1.88, 0.27], [2.37, -3.64, 0.34], [1.07, -2.94, -0.52], [0.46, -3.71, 1.96], [1.55, -2.43, 2.48], [-0.58, -1.89, 3.58], [-0.22, -3.51, -4.57], [-1.40, -3.55, -3.61], [-1.27, -4.47, -2.39], [-1.53, -3.64, -1.27], [-1.63, -2.37, -1.66], [-1.87, -1.44, -0.96], [-1.43, -2.26, -2.99], [0.63, -3.06, -4.05], [-0.41, -2.98, -5.49], [0.09, -4.51, -4.89], [-2.32, -3.77, -4.15], [-0.24, -4.85, -2.34], [-1.95, -5.31, -2.43], [-4.52, 1.54, 1.72], [-4.85, 0.12, 2.05], [-5.11, -0.10, 3.55], [-6.40, -0.73, 3.59], [-6.99, -0.62, 2.40], [-8.12, -0.89, 2.17], [-6.15, -0.14, 1.47], [-3.55, 1.92, 2.05], [-5.26, 2.25, 2.10], [-4.49, 1.72, 0.64], [-4.16, -0.61, 1.65], [-5.12, 0.82, 4.12], [-4.34, -0.76, 3.94], [-1.69, 0.62, -4.74], [-0.32, 1.05, -4.22], [0.16, 2.36, -4.84], [0.61, 3.10, -3.73], [0.33, 2.44, -2.57], [0.61, 2.84, -1.49], [-0.43, 1.36, -2.83], [-2.28, 1.54, -4.81], [-2.21, -0.11, -4.13], [-1.54, 0.28, -5.77], [0.42, 0.27, -4.43], [-0.63, 2.90, -5.37], [0.95, 2.22, -5.58], [2.46, 5.93, 3.06], [2.60, 4.43, 3.09], [2.05, 3.58, 4.25], [1.38, 2.52, 3.58], [1.20, 2.81, 2.30], [0.53, 2.14, 1.55], [1.91, 3.87, 1.95], [1.45, 6.28, 3.29], [2.84, 6.35, 2.14], [3.01, 6.32, 3.92], [3.64, 4.13, 2.93], [1.44, 4.14, 4.96], [2.88, 3.17, 4.82], [3.89, 1.07, 0.09], [4.49, -0.20, -0.48], [5.69, 0.11, -1.40], [6.78, -0.65, -0.88], [6.41, -1.24, 0.26], [7.10, -1.95, 0.94], [5.16, -0.91, 0.59], [3.19, 1.52, -0.61], [4.62, 1.84, 0.34], [3.31, 0.81, 0.98], [3.74, -0.81, -0.99], [6.03, 1.14, -1.38], [5.46, -0.21, -2.42]],
  "mulliken_charge": [-0.24, 2.18, -0.57, 0.55, 0.04, -0.79, 0.48, -0.31, -0.18, -0.31, -0.43, -0.53, -0.13, 0.53, -0.11, 0.31, 0.32, 0.34, -1.40, 0.34, -0.56, -0.28, 0.05, -0.56, -0.18, 0.32, 0.33, 0.41, 0.30, 0.33, 0.30, -1.59, 1.63, -0.23, -0.36, 0.57, -0.57, -0.43, 0.25, 0.42, 0.31, -0.54, 0.25, 0.21, -1.49, 0.57, -0.46, -0.42, 0.44, -0.50, -0.10, 0.50, 0.22, 0.38, 0.15, 0.29, 0.30, -1.47, 0.43, -0.42, -0.32, 0.31, -0.57, -0.28, 0.35, 0.34, 0.41, 0.23, 0.29, 0.30, -1.36, 0.70, -0.37, -0.35, 0.61, -0.57, -0.38, 0.28, 0.57, 0.15, 0.17, 0.23, 0.32],
  "total_charge": 0,
  "homo_lumo_gap_ev": 9.384,
  "e_above_lowest_kcal_mol": 0.0,
  "max_force_ev_per_a": 2.8
}

---

4.
{
  "formula": "C39H35ClN2Si2Ti",
  "method": "the ωB97M-V functional and the def2-TZVPD basis",
  "symbols": ["C", "C", "C", "H", "C", "C", "H", "H", "H", "H", "Ti", "Si", "C", "C", "H", "C", "H", "C", "H", "C", "H", "C", "H", "C", "C", "H", "C", "H", "C", "H", "C", "H", "C", "H", "H", "Si", "C", "C", "H", "C", "H", "C", "H", "C", "H", "C", "H", "C", "C", "H", "C", "H", "C", "H", "C", "H", "C", "H", "H", "Cl", "C", "C", "C", "C", "N", "C", "C", "C", "C", "C", "C", "N", "H", "H", "H", "H", "H", "H", "H", "H"],
  "xyz": [[2.82, -1.93, 3.22], [2.63, -2.24, 1.83], [2.56, -1.00, 1.12], [2.67, -3.22, 1.37], [2.67, 0.07, 2.07], [2.81, -0.51, 3.37], [3.03, 0.04, 4.28], [3.02, -2.66, 4.01], [2.61, -0.89, 0.03], [2.73, 1.13, 1.83], [0.79, -1.06, 2.55], [0.47, 1.16, -3.00], [-0.89, 0.52, -4.15], [-2.06, 1.24, -4.52], [-2.22, 2.27, -4.14], [-3.03, 0.69, -5.38], [-3.89, 1.29, -5.68], [-2.89, -0.62, -5.87], [-3.65, -1.04, -6.54], [-1.78, -1.36, -5.47], [-1.66, -2.39, -5.80], [-0.80, -0.80, -4.63], [0.08, -1.40, -4.35], [0.63, 2.91, -3.68], [0.93, 3.02, -5.05], [1.19, 2.12, -5.61], [0.93, 4.27, -5.70], [1.19, 4.31, -6.76], [0.62, 5.45, -5.01], [0.64, 6.43, -5.52], [0.35, 5.35, -3.64], [0.14, 6.25, -3.07], [0.40, 4.11, -2.98], [0.30, 4.06, -1.88], [1.70, 0.34, -3.06], [-1.73, 1.77, -0.81], [-0.01, 2.31, -0.09], [1.27, 1.79, -0.40], [1.46, 0.80, -0.88], [2.43, 2.51, -0.13], [3.35, 2.24, -0.66], [2.43, 3.54, 0.79], [3.36, 4.02, 1.09], [1.20, 3.90, 1.37], [1.17, 4.65, 2.16], [-0.01, 3.35, 0.89], [-0.96, 3.74, 1.25], [-1.64, -0.15, -0.97], [-0.47, -0.94, -0.93], [0.50, -0.50, -0.70], [-0.46, -2.29, -1.26], [0.48, -2.85, -1.22], [-1.64, -2.92, -1.68], [-1.63, -3.98, -1.94], [-2.83, -2.18, -1.67], [-3.76, -2.65, -2.00], [-2.84, -0.84, -1.25], [-3.80, -0.31, -1.22], [-2.92, 2.22, 0.00], [-0.87, 0.36, 2.04], [-0.44, -5.27, 2.33], [-0.99, -5.47, 3.60], [-1.12, -4.38, 4.48], [-0.59, -3.14, 4.11], [-0.15, -2.93, 2.83], [-0.08, -3.97, 1.95], [-0.40, -2.00, 5.05], [-0.74, -2.04, 6.41], [-0.38, -0.99, 7.28], [0.26, 0.14, 6.75], [0.52, 0.17, 5.37], [0.23, -0.89, 4.57], [-0.28, -6.11, 1.62], [-1.33, -6.47, 3.91], [-1.60, -4.46, 5.45], [0.29, -3.70, 0.97], [-1.28, -2.93, 6.74], [-0.59, -1.06, 8.35], [0.58, 0.98, 7.40], [1.00, 1.01, 4.86]],
  "mulliken_charge": [-0.35, -1.09, -0.16, 0.63, 0.01, -1.21, 0.78, 0.51, 0.74, 0.41, 0.03, 0.55, 0.37, 0.02, 0.35, -0.63, 0.40, -0.46, 0.39, -0.59, 0.40, -0.41, 0.22, 0.33, -0.39, 0.31, -0.59, 0.38, -0.51, 0.37, -0.72, 0.40, 0.16, 0.24, -0.25, 0.33, -0.40, 1.32, 0.17, -1.42, 0.40, -0.54, 0.46, -0.70, 0.44, -0.46, 0.37, 0.84, 1.61, -0.77, -0.95, 0.65, -1.06, 0.45, -0.55, 0.45, -1.30, 0.36, -0.24, -0.37, -1.11, -0.44, -1.02, 1.02, 0.64, 0.12, 0.36, -0.92, -0.42, -0.98, -0.16, 0.70, 0.41, 0.41, 0.44, 0.40, 0.39, 0.42, 0.39, 0.61],
  "total_charge": 1,
  "homo_lumo_gap_ev": [4.214, 4.211],
  "e_above_lowest_kcal_mol": 20.7,
  "spin_multiplicity": 2,
  "max_force_ev_per_a": 3.8
}